1.
12
Properties=species:S:1:pos:R:3 method="wB97M-V/def2-TZVPD" de_lowest_kcal_mol=88.2 e_homo_ev=-8.6 total_energy_ha=-232.08579
H 0.2394 -2.0194 1.9879
C -0.0126 0.5823 -0.4728
H 2.4312 -0.1538 -1.4603
H 2.5725 1.3904 -2.4352
C 1.9860 0.8087 -1.8089
C -1.4542 -0.7545 1.2205
C 0.8430 1.2844 -1.3300
H 0.5957 2.3760 -1.6445
C -0.9317 -1.8170 1.9228
C -0.7090 0.1704 0.4162
H -2.5751 -0.6060 1.4185
H -1.5931 -2.6323 2.4467


2.
7
Properties=species:S:1:pos:R:3 method="wB97M-V/def2-TZVPD" de_lowest_kcal_mol=115.4 e_homo_ev="-8.0 / -9.4" total_energy_ha=-3128.67938
C -0.5195 -1.1827 0.0939
H 0.4594 -0.8365 0.3194
Br -0.7112 1.0667 -2.6433
H 0.4552 2.4350 -1.0960
N -0.3008 1.7824 -1.0516
Cl -0.7012 -1.5425 -1.5172
H -1.2493 -1.5692 0.7288


3.
39
Properties=species:S:1:pos:R:3 method="wB97M-V/def2-TZVPD" de_lowest_kcal_mol=22.0 charge=+1 e_homo_ev="-14.1 / -14.1" s_squared=0.757 total_energy_ha=-993.32820 multiplicity=2
H 0.4495 2.7068 0.5226
H 0.5564 3.9166 -0.3813
O 3.0052 -0.1671 0.1738
H -2.3529 2.9099 2.4097
H 3.2248 -0.9886 -0.2656
O -2.9700 -1.9384 -0.3620
H -2.7899 1.3530 -0.1580
H 2.2714 1.0147 1.3722
H -2.7397 0.1710 -3.0692
O 0.0370 -0.4387 0.1764
H -1.6246 0.2180 -2.0463
O 0.5897 2.9600 -0.3898
H 0.6400 0.0943 -0.3418
H -2.7965 -2.8103 -0.7168
H 1.2917 -0.6275 -2.6686
H 0.7828 -1.2369 -3.9576
H 0.3567 1.7316 -1.8992
O 0.0935 1.0887 -2.5577
H 2.0988 1.4072 2.8241
O 1.9818 1.7348 1.9324
O -2.4167 0.8077 0.5346
H -0.7654 0.0812 0.2207
O -1.4971 2.9659 1.9847
H -2.7183 -1.3389 -1.0646
O 1.4166 -1.3748 -3.2537
O -2.4634 -0.2039 -2.2329
H -1.3923 2.1226 1.5441
O 1.3943 -2.8991 0.2741
H 3.7907 0.0552 0.6736
H 1.5601 -1.3782 2.1176
O 2.1503 -1.5406 2.8535
H 2.1682 -2.7723 -0.2749
H -1.9147 -2.1798 1.8251
H -0.7675 -1.2631 1.4567
H -3.1508 0.6314 1.1230
O -1.1379 -1.7553 2.1894
H 2.4694 -2.4320 2.7130
H 0.8564 -2.1238 0.1132
H 0.3124 1.4988 -3.3944


4.
28
Properties=species:S:1:pos:R:3 method="wB97M-V/def2-TZVPD" de_lowest_kcal_mol=11.7 e_homo_ev=-9.4 total_energy_ha=-1811.95694
H 2.1952 1.1263 -1.3997
Cl -3.3407 1.6028 -1.0346
S -2.9093 0.3423 0.5038
C -0.6898 -2.8197 -1.4905
C 0.1534 0.7791 -0.8048
C 1.3751 1.6909 -0.8692
C 2.1226 0.6288 1.3567
H 2.9816 0.0682 0.9342
O -1.5098 -2.0436 1.1148
S -1.1938 -1.5299 -0.1722
H 0.0071 0.2630 1.9071
H -1.6885 -3.1827 -1.7865
O -2.2624 -0.8121 -0.8281
H 2.3330 0.8044 2.4404
H 2.7496 2.4966 0.2802
N -1.8397 0.7814 1.3323
H -0.1989 -3.5510 -0.9411
H 0.9205 -1.0956 1.7978
C 0.8203 -0.1486 1.3555
H -0.3777 0.7595 -1.8359
H 0.9636 2.5554 -1.3655
H -0.6058 1.3123 -0.0390
C 0.3825 -0.4823 -0.0429
H 1.0624 -1.2491 -0.5774
H 1.0691 2.5386 1.1359
C 1.8927 1.8667 0.5848
O -4.2146 -0.2506 0.8071
H -0.1975 -2.4514 -2.3633


5.
33
Properties=species:S:1:pos:R:3 method="wB97M-V/def2-TZVPD" de_lowest_kcal_mol=91.9 charge=+1 e_homo_ev=-12.5 total_energy_ha=-556.93939
C -0.5402 1.6551 0.0660
H 0.6820 3.1552 -0.5282
C -1.6168 -0.5788 0.0369
C 0.2639 2.3910 -1.0380
N -1.3704 0.5788 -0.4932
N 1.4476 0.5077 1.0606
N 0.8361 -1.2947 -0.4405
C -2.3305 -1.6440 -0.6935
H 1.3567 2.5333 2.8008
H 3.4975 -1.9055 -0.0174
H -0.3807 2.6035 -1.8931
H 0.9749 1.7441 -1.4434
H -1.2490 -0.8156 1.0629
C 0.3280 1.3800 1.2516
C 1.8063 -0.4659 0.3802
H 1.8898 2.7395 1.0976
C -3.1223 -2.7785 0.0013
H -3.7770 -2.1465 0.6462
H -0.3883 1.0314 2.0541
H 2.2450 -1.8945 -1.9335
H -1.6620 0.7862 -1.4581
H -1.5545 -1.9627 -1.5411
H -3.8948 -3.3331 -0.5693
H 0.3800 -2.2838 -2.1409
H 3.2692 -1.0163 1.5130
C 1.0999 2.6726 1.7186
C 3.1659 -0.9238 0.4597
H 0.4133 3.5147 1.6511
H -3.1331 -1.1774 -1.2195
C 1.1974 -1.8278 -1.5448
H -1.2248 2.5235 0.4064
H 4.0318 -0.2609 0.1497
H -2.6408 -3.5068 0.5978


6.
72
Properties=species:S:1:pos:R:3 method="wB97M-V/def2-TZVPD" de_lowest_kcal_mol=4.9 e_homo_ev=-7.8 total_energy_ha=-2469.41679
H -3.6121 -1.9608 -1.7781
H -1.1564 0.8487 -1.3713
C -1.7611 -0.9680 -2.3514
H 3.3096 -2.6444 -1.7739
C 1.2374 -2.2460 -2.2525
Cl -1.5167 0.5447 3.1390
C -0.2446 4.0902 2.6087
H 3.0951 5.7524 2.7897
N 1.7691 2.8243 2.0833
H 2.6943 -0.9777 -3.2306
H 5.4416 4.2574 2.8844
C 2.8204 5.0469 2.0054
C 4.8925 3.7492 3.6773
H 1.8683 5.3489 1.5751
H -2.5976 2.3032 4.3021
H -2.3156 -2.4369 -3.8566
C 3.7135 3.0299 3.1299
C -2.1981 3.7908 1.2474
Si -0.4683 -2.0161 -1.2887
H -3.2968 0.6858 4.7044
C 2.1422 1.5331 2.4641
H -2.2468 -5.4572 -1.7688
H 1.0390 -0.6607 -3.7219
C -0.1785 -4.7116 -0.3319
Cl -4.2196 1.6081 2.7641
H 0.3627 -4.2492 0.4895
C -1.5692 4.3754 2.3355
H -1.2653 -4.5378 -2.9049
H -0.6427 -5.6271 0.0363
H -3.2403 3.9937 1.0525
H -1.9859 2.4886 -0.4319
C -2.2886 -3.6297 0.2459
H -3.0525 -0.7568 -0.6188
Au 0.0936 -0.8276 0.6576
C -3.1350 -0.9916 -1.6774
H 0.2487 4.5327 3.4623
C 2.3430 -2.6293 -1.2668
C -1.9315 -4.4514 -2.0516
C -0.1669 2.6448 0.6793
H 2.1885 -3.3245 -3.8669
C 1.6651 -0.9177 -2.8727
H -2.8211 -3.9067 -2.3557
H 2.1821 -3.6098 -0.8331
H 0.5301 -4.9956 -1.1029
H -0.4086 0.6307 -2.9465
H 1.0278 -4.2875 -2.9676
C 0.4519 3.2117 1.7841
H -3.1371 -3.0273 -0.0567
H -2.1203 5.0378 2.9867
C 3.4130 1.7005 3.1048
C -1.2503 -3.7661 -0.8680
C -1.3250 0.4960 -2.3837
C -2.9192 1.3369 3.9196
H 1.6086 -0.1201 -2.1354
H 5.5594 3.0482 4.1667
H -2.6017 -0.7644 -4.3315
H -0.9650 -1.4026 -4.3196
O 1.4540 0.5327 2.2949
H 0.4647 -3.0704 -4.1112
H 2.4010 -1.9119 -0.4503
H -2.6637 -4.6183 0.5163
H 3.5853 5.0666 1.2226
C 1.2200 -3.2943 -3.3630
H -1.8487 -3.1723 1.1293
H 0.3951 1.9694 0.0549
H 4.5698 4.4997 4.3993
C -1.9183 -1.4288 -3.7993
H -2.0982 1.1118 -2.8487
N 2.6912 3.7333 2.5743
C -1.4934 2.9368 0.4182
H 3.9804 0.8944 3.5189
H -3.7987 -0.2569 -2.1343


7.
9
Properties=species:S:1:pos:R:3 method="wB97M-V/def2-TZVPD" de_lowest_kcal_mol=12.2 e_homo_ev=-9.9 total_energy_ha=-155.00642
O 0.0010 -0.5864 0.0001
H -2.0337 -0.4655 0.0342
C -1.1711 0.1896 0.0006
H 1.3041 0.7497 0.9621
C 1.1720 0.1992 -0.0033
H -1.2217 0.8696 0.8759
H 1.9929 -0.4953 -0.0847
H -1.2589 0.8061 -0.8994
H 1.2038 0.8939 -0.8728


8.
20
Properties=species:S:1:pos:R:3 method="wB97M-V/def2-TZVPD" de_lowest_kcal_mol=41.5 e_homo_ev=-9.1 total_energy_ha=-495.30298
C 2.4834 -1.5182 -0.6900
C -2.5607 0.9564 -1.1297
C 1.1972 -1.0314 -0.8200
C 3.2899 -1.0859 0.4075
H -4.2526 1.7430 0.0894
C -0.6948 0.3175 0.1544
C -3.2889 1.2123 0.0893
N 1.5031 0.1998 1.2146
C 0.7346 -0.1846 0.1971
H -3.4065 1.0369 -2.0314
H 4.3439 -1.4514 0.3647
H 3.0107 -2.2809 -1.2789
N -1.2566 0.5753 1.3248
C 2.7183 -0.1545 1.2894
H -3.1488 1.1654 1.9871
H 3.2795 0.1755 2.3007
C -2.5675 0.9476 1.2092
C -1.2791 0.5647 -1.0674
H -0.6517 0.3144 -1.9901
H 0.5466 -1.5019 -1.6207